Entry 1:
The molecule C3H3NO3, computed with ωB97M-V with the def2-TZVPD basis set.

Output
- M (g/mol) = 101.1
- HOMO energy (eV) = -8.6
- LUMO (Ha) = 0.0220
- Kohn-Sham gap (eV) = 9.19
- SMILES string = N=C=C(O)OC=O

Last column: Löwdin charge in e.
Element x y z (Å)
C1 0.688 0.013 0.251  -0.37
C2 0.088 -0.972 0.866  -0.07
C3 -1.008 1.106 -0.987  -0.35
O1 2.009 0.002 -0.068  0.07
N1 -0.507 -1.917 1.342  0.18
O2 -0.009 1.183 -0.112  0.06
O3 -1.415 0.140 -1.554  0.11
H1 2.138 0.356 -0.972  0.13
H2 -0.577 -2.036 2.351  0.08
H3 -1.409 2.125 -1.116  0.15

=====

Entry 2:
A structure of composition C4H9BrNO, computed with ωB97M-V with the def2-TZVPD basis set.

Output
- M (g/mol) = 167.0
- HOMO energy (eV) = -13.5
- LUMO (Ha) = -0.1818
- Kohn-Sham gap (eV) = 8.58
- total charge = +1

Last column: Löwdin charge in e.
Element x y z (Å)
C1 -0.928 -1.831 -1.225  -0.50
C2 1.431 0.516 -0.062  -0.06
C3 -0.377 0.748 1.422  0.05
C4 -0.452 1.118 -0.958  0.13
N1 0.168 0.982 0.098  -0.21
O1 -0.606 -2.380 -0.055  -0.24
Br1 -1.623 -3.444 -1.944  0.76
H1 2.224 1.247 -0.114  0.12
H2 1.694 -0.207 0.758  0.14
H3 1.561 0.208 -1.093  0.12
H4 0.015 -0.232 1.817  0.12
H5 -0.033 1.530 2.107  0.14
H6 -1.380 0.735 1.327  0.07
H7 -1.477 1.484 -0.909  0.14
H8 -0.042 1.366 -1.871  0.12
H9 -0.174 -1.840 0.703  0.12

=====

Entry 3:
A cluster of 2 separate species, C2H3BO3 in total, computed with ωB97M-V with the def2-TZVPD basis set.

Output
- M (g/mol) = 85.9
- HOMO energy (eV) = -9.3
- LUMO (Ha) = -0.0099
- Kohn-Sham gap (eV) = 9.08
- SMILES string = C#CO.O=BO

Last column: Löwdin charge in e.
Element x y z (Å)
B1 1.804 0.285 0.525  -0.50
C1 -1.810 -0.768 -0.822  0.09
C2 -1.699 0.164 -0.062  -0.27
O1 -1.529 1.219 0.717  0.04
O2 2.517 -0.414 -0.298  0.24
O3 1.009 0.713 1.308  0.17
H1 -1.574 -1.439 -1.555  -0.01
H2 -0.718 1.044 1.252  0.08
H3 1.998 -0.803 -1.065  0.18

=====

Entry 4:
A cluster of 2 separate species, CH2N4O4S in total, computed with ωB97M-V with the def2-TZVPD basis set.

Output
- M (g/mol) = 166.1
- HOMO energy (eV) = -9.9
- LUMO (Ha) = -0.0929
- Kohn-Sham gap (eV) = 7.34

Last column: Löwdin charge in e.
Element x y z (Å)
C1 -2.040 1.834 -0.207  -0.31
N1 -2.594 2.828 0.023  0.22
N2 -0.920 -0.232 -0.535  0.15
N3 -1.156 0.974 -0.435  -0.01
N4 1.574 1.896 0.497  -0.50
O1 1.987 1.579 1.573  0.04
O2 0.551 2.440 0.245  0.00
O3 1.672 -0.347 -0.797  -0.32
O4 3.880 0.731 -0.587  -0.38
S1 2.538 0.986 -0.976  0.96
H1 0.658 -0.301 -0.816  0.00
H2 -1.598 -0.964 -0.175  0.14

=====

Entry 5:
A cluster of 2 separate species, C9H16IN2O3 in total, computed with ωB97M-V with the def2-TZVPD basis set.

Output
- M (g/mol) = 327.1
- HOMO energy (spin up / spin down) (eV) = -10.8 / -10.6
- LUMO (spin up / spin down) (Ha) = -0.1248 / -0.1248
- Kohn-Sham gap (spin up / spin down) (eV) = 7.36 / 7.17
- total charge = +1

Last column: Löwdin charge in e.
Element x y z (Å)
C1 1.774 1.640 0.396  -0.44
C2 -2.135 0.660 -1.119  -0.14
C3 -2.983 0.195 0.065  -0.11
C4 -0.432 -1.087 -0.955  -0.13
C5 -0.625 0.414 -0.774  -0.30
C6 -2.609 -1.221 0.494  -0.16
C7 -1.391 -1.827 -0.035  -0.22
C8 5.039 0.864 1.660  -0.14
C9 0.431 1.301 -1.513  -0.03
N1 2.781 0.398 1.914  -0.54
N2 -2.708 -2.225 -0.581  0.18
O1 1.276 2.513 0.983  0.17
O2 1.626 1.077 -0.700  0.03
O3 4.074 -0.085 1.425  -0.36
I1 1.511 -1.067 2.094  0.98
H1 -2.283 0.217 -2.097  0.12
H2 -2.376 1.726 -1.245  0.13
H3 -2.820 0.923 0.967  0.18
H4 -4.041 0.188 -0.098  0.11
H5 -0.798 -1.426 -1.879  0.11
H6 0.656 -1.460 -0.770  0.12
H7 -0.561 0.881 0.250  0.14
H8 -2.838 -1.615 1.488  0.17
H9 -0.816 -2.572 0.433  0.12
H10 4.817 1.377 2.610  0.09
H11 4.863 1.610 0.832  0.10
H12 6.020 0.380 1.731  0.10
H13 -0.031 2.256 -1.194  0.14
H14 0.601 1.047 -2.581  0.16
H15 -2.943 -3.266 -0.365  0.24
H16 -3.075 -1.817 -1.437  0.17

=====

Entry 6:
A structure of composition C3H6N2, computed with ωB97M-V with the def2-TZVPD basis set.

Output
- M (g/mol) = 70.1
- HOMO energy (eV) = -8.7
- LUMO (Ha) = 0.0374
- Kohn-Sham gap (eV) = 9.71

Last column: Löwdin charge in e.
Element x y z (Å)
C1 1.871 0.184 0.240  -0.11
C2 -1.375 -0.608 0.269  -0.14
C3 -1.079 0.908 0.045  -0.14
H1 1.597 1.397 0.254  0.09
H2 3.196 -0.002 0.077  0.14
H3 -1.220 -1.136 1.329  0.14
H4 -2.257 -1.044 -0.127  0.07
H5 -1.681 1.361 -0.888  0.14
H6 -0.642 1.743 0.754  0.12
N1 0.951 -0.610 -0.223  -0.05
N2 -0.307 -0.137 -0.451  -0.26

=====

In kJ/mol, the energy relative to the best compared isomer or geometry (same formula, charge and spin) values for the records above are, in order, 279.3; 396.4; 336.7; 145.0; 125.0; 514.6.
In eV/A, the F_max values for the records above are, in order, 1.5; 5.9; 2.6; 4.7; 4.6; 4.7.